No. 1
42
Properties=species:S:1:pos:R:3 method="wB97M-V/def2-TZVPD" gap_ev="7.39 / 7.35" total_charge=+1 spin_multiplicity=1 lumo_ev="-4.5 / -4.6"
Pt 0.72 0.71 -0.36
O -4.82 2.01 -1.86
C -4.05 1.82 -2.92
O -4.46 1.79 -4.04
C -2.58 1.60 -2.68
C -1.70 1.42 -3.73
N -0.49 1.18 -3.20
N -0.54 1.20 -1.86
C -1.80 1.45 -1.53
C -2.10 1.56 -0.06
O -3.22 1.83 0.31
O -1.08 1.35 0.71
H -4.30 2.00 -1.02
H -1.88 1.47 -4.79
H 0.39 1.03 -3.68
C 2.58 1.26 4.80
N 2.56 0.85 3.41
C 3.63 0.10 2.79
C 3.13 -0.04 1.36
O 3.69 -0.60 0.46
N 1.91 0.63 1.27
C 1.61 1.12 2.51
N 0.52 1.81 2.76
H 3.04 0.47 5.39
H 1.57 1.40 5.18
H 3.15 2.18 4.94
H 3.75 -0.89 3.24
H 4.58 0.62 2.82
H -0.26 1.76 2.11
H 0.32 2.12 3.70
N -2.21 -3.57 -2.10
C -1.02 -3.17 -1.60
C -0.73 -1.81 -1.39
N 0.46 -1.43 -0.95
C 1.38 -2.37 -0.68
C 1.05 -3.70 -0.85
N -0.13 -4.11 -1.30
H -2.92 -2.92 -2.37
H -2.37 -4.55 -2.24
H -1.48 -1.05 -1.57
H 2.36 -2.05 -0.37
H 1.77 -4.47 -0.60


No. 2
169
Properties=species:S:1:pos:R:3 method="wB97M-V/def2-TZVPD" gap_ev=9.49 spin_multiplicity=1 lumo_ev=0.1
C -1.53 1.59 -3.64
C -1.64 2.18 -5.05
C -0.43 1.65 -5.80
O -0.07 0.45 -5.11
C -0.25 0.75 -3.71
H -2.33 0.88 -3.41
H -1.55 2.34 -2.86
H -1.76 3.27 -5.08
H -2.55 1.82 -5.55
H 0.47 2.29 -5.84
H -0.67 1.44 -6.85
H 0.65 1.32 -3.42
H -0.21 -0.17 -3.13
O 0.65 -6.27 -1.34
C 0.68 -5.48 -2.21
O 1.50 -5.60 -3.25
C 1.19 -4.61 -4.27
C 0.52 -3.49 -3.51
C -0.19 -4.26 -2.38
H 0.58 -5.01 -5.08
H 2.18 -4.37 -4.67
H -0.20 -2.96 -4.14
H 1.26 -2.77 -3.15
H -1.18 -4.53 -2.76
H -0.34 -3.65 -1.49
O -6.58 3.58 0.92
C -5.88 3.29 0.03
O -4.74 3.99 -0.28
C -3.99 3.29 -1.27
C -4.57 1.87 -1.32
C -6.04 2.11 -0.93
H -2.93 3.18 -1.06
H -4.09 3.79 -2.24
H -4.09 1.22 -0.60
H -4.47 1.49 -2.34
H -6.48 1.31 -0.35
H -6.70 2.40 -1.75
O 0.31 2.47 -0.17
C -0.12 1.41 -0.04
O -1.28 1.05 -0.65
C -1.58 -0.35 -0.39
C -0.27 -0.94 0.11
C 0.40 0.25 0.79
H -1.85 -0.87 -1.32
H -2.36 -0.41 0.37
H 0.39 -1.29 -0.69
H -0.43 -1.75 0.82
H 1.48 0.22 0.78
H 0.07 0.41 1.82
O 3.42 0.66 -0.45
C 3.32 -0.09 -1.36
O 2.97 0.35 -2.60
C 3.20 -0.66 -3.63
C 3.91 -1.83 -2.89
C 3.59 -1.60 -1.41
H 3.78 -0.22 -4.43
H 2.21 -0.96 -3.98
H 4.99 -1.73 -3.08
H 3.64 -2.78 -3.34
H 4.44 -1.73 -0.74
H 2.69 -2.12 -1.09
O -2.17 -0.89 2.82
C -2.65 -1.96 2.98
O -2.65 -2.91 2.03
C -3.45 -4.06 2.44
C -4.22 -3.59 3.65
C -3.36 -2.46 4.21
H -2.75 -4.88 2.60
H -4.10 -4.35 1.62
H -4.49 -4.38 4.36
H -5.19 -3.19 3.33
H -2.60 -2.83 4.91
H -3.94 -1.68 4.68
O 2.36 -3.95 5.94
C 1.96 -2.87 5.69
O 2.30 -1.78 6.40
C 1.61 -0.60 5.91
C 0.50 -1.12 4.97
C 1.05 -2.48 4.52
H 2.31 0.03 5.35
H 1.16 -0.06 6.74
H 0.31 -0.39 4.18
H -0.42 -1.33 5.51
H 1.68 -2.48 3.63
H 0.26 -3.22 4.41
O 1.90 -3.15 1.22
C 1.47 -4.26 1.41
O 2.30 -5.32 1.56
C 1.59 -6.54 1.79
C 0.11 -6.15 2.02
C 0.02 -4.69 1.59
H 1.96 -7.10 2.65
H 1.73 -7.19 0.92
H -0.11 -6.31 3.07
H -0.59 -6.79 1.47
H -0.48 -4.05 2.32
H -0.41 -4.50 0.61
O 4.34 4.78 -2.02
C 3.26 4.85 -2.51
O 2.84 5.93 -3.18
C 1.56 5.70 -3.79
C 1.40 4.18 -3.78
C 2.15 3.81 -2.51
H 1.52 6.07 -4.81
H 0.78 6.16 -3.18
H 1.86 3.74 -4.67
H 0.36 3.86 -3.75
H 2.53 2.80 -2.44
H 1.53 4.02 -1.64
O -2.54 -2.33 -3.36
C -2.90 -2.58 -4.44
O -3.13 -3.85 -4.81
C -3.42 -3.91 -6.24
C -2.90 -2.59 -6.79
C -3.17 -1.66 -5.61
H -4.50 -4.04 -6.36
H -2.91 -4.78 -6.65
H -3.42 -2.25 -7.68
H -1.85 -2.64 -7.07
H -4.19 -1.28 -5.58
H -2.49 -0.83 -5.47
O 1.18 3.92 3.43
C 2.30 3.60 3.21
O 3.26 3.78 4.13
C 4.55 3.29 3.66
C 4.39 3.05 2.16
C 2.87 2.88 2.03
H 4.70 2.32 4.16
H 5.32 4.02 3.91
H 4.84 2.14 1.76
H 4.85 3.82 1.54
H 2.68 1.81 2.12
H 2.44 3.12 1.06
O -1.46 5.50 -1.93
C -0.99 5.55 -0.87
O 0.31 5.89 -0.71
C 0.69 5.88 0.69
C -0.65 5.90 1.44
C -1.61 5.23 0.48
H 1.30 6.72 1.00
H 1.20 4.94 0.89
H -0.95 6.92 1.70
H -0.46 5.39 2.38
H -2.63 5.59 0.60
H -1.65 4.15 0.61
O 3.69 0.14 3.87
C 4.27 -0.79 3.40
O 4.89 -1.71 4.16
C 5.48 -2.74 3.35
C 5.03 -2.47 1.89
C 4.47 -1.04 1.93
H 5.08 -3.70 3.67
H 6.56 -2.76 3.45
H 4.28 -3.21 1.60
H 5.87 -2.60 1.20
H 3.51 -0.96 1.44
H 5.13 -0.30 1.49
O -5.42 2.76 3.32
C -4.30 2.69 3.62
O -3.32 3.15 2.81
C -2.03 3.11 3.43
C -2.19 2.33 4.76
C -3.73 2.23 4.93
H -1.65 4.11 3.63
H -1.28 2.61 2.81
H -1.83 2.87 5.62
H -1.76 1.34 4.62
H -4.09 2.85 5.75
H -4.03 1.20 5.09


No. 3
14
Properties=species:S:1:pos:R:3 method="wB97M-V/def2-TZVPD" gap_ev=9.37 smiles="C=CNC(=O)C(N)=O" spin_multiplicity=1 lumo_ev=0.4
C -0.41 -2.33 0.38
C -0.90 -1.17 0.90
N -1.00 0.21 0.85
C -0.54 1.13 -0.19
O -0.89 2.24 -0.19
C 0.73 0.67 -1.06
N 1.58 1.71 -0.89
O 0.64 -0.28 -2.01
H -0.38 -3.26 0.88
H -0.22 -2.27 -0.83
H -0.91 -1.59 2.16
H -1.58 0.50 1.61
H 1.11 2.46 -0.42
H 2.78 1.98 -1.19


No. 4
18
Properties=species:S:1:pos:R:3 method="wB97M-V/def2-TZVPD" gap_ev=6.18 total_charge=-1 spin_multiplicity=1 lumo_ev=3.5
C 0.47 -1.46 -0.27
C 0.72 -1.21 -1.77
S 1.50 0.33 -2.40
C -0.55 -0.71 0.49
N -0.36 -1.10 1.87
O -1.53 -0.14 0.08
H 1.52 -1.20 0.18
H 0.62 -2.48 0.09
H -0.06 -1.27 -2.50
H 1.56 -1.98 -1.99
H -0.99 -0.51 2.48
H 0.56 -1.47 2.12
H 0.18 2.54 1.99
H -0.98 1.54 1.58
O -0.37 1.85 2.27
H -0.30 2.86 -1.86
H -0.99 1.72 -1.06
O -0.99 2.70 -1.28


No. 5
20
Properties=species:S:1:pos:R:3 method="wB97M-V/def2-TZVPD" gap_ev=9.77 smiles=CB1Cc2cccnc2C1 spin_multiplicity=1 lumo_ev=0.6
C 3.24 -0.21 -0.05
B 1.66 -0.31 0.04
C 0.77 1.05 0.07
C -0.67 0.57 -0.04
C -1.78 1.39 0.01
C -3.00 0.67 0.12
C -3.05 -0.67 -0.08
N -1.90 -1.44 -0.15
C -0.77 -0.79 -0.17
C 0.75 -1.50 -0.07
H 3.43 0.42 -0.89
H 3.75 -1.13 -0.04
H 3.64 0.38 0.70
H 0.89 1.55 1.10
H 1.09 1.83 -0.58
H -1.52 2.38 0.14
H -4.06 1.13 0.05
H -4.05 -1.15 -0.03
H 0.74 -2.12 -0.88
H 0.86 -2.05 0.74


No. 6
76
Properties=species:S:1:pos:R:3 method="wB97M-V/def2-TZVPD" gap_ev=5.19 total_charge=+1 spin_multiplicity=1 lumo_ev=-5.1
O 1.47 2.39 -5.52
P 1.09 1.97 -6.88
C -0.41 0.92 -6.82
C -1.34 1.27 -5.63
C -1.86 2.58 -6.12
N -1.82 2.65 -7.38
C -1.35 1.36 -7.95
H 2.10 1.26 -7.54
H 0.83 3.10 -7.69
H -0.19 -0.14 -6.85
H -2.11 0.55 -5.43
H -0.71 1.54 -4.78
H -2.21 3.41 -5.52
H -2.05 3.46 -7.96
H -2.23 0.72 -7.85
H -1.06 1.31 -8.99
F -0.08 -0.55 -0.53
C 1.03 0.12 -0.93
C 1.00 0.80 -2.13
C 2.13 1.49 -2.54
C 3.27 1.49 -1.75
C 3.28 0.79 -0.55
C 2.15 0.11 -0.13
H 0.10 0.79 -2.73
H 2.11 2.04 -3.47
H 4.15 2.03 -2.07
H 4.17 0.79 0.07
H 2.13 -0.43 0.81
F -1.04 4.49 5.02
C -0.22 4.05 4.05
C 0.93 4.77 3.78
C 1.78 4.31 2.78
C 1.46 3.16 2.07
C 0.30 2.47 2.35
C -0.55 2.91 3.36
H 1.16 5.66 4.35
H 2.69 4.85 2.56
H 2.13 2.81 1.29
H 0.05 1.57 1.79
H -1.46 2.37 3.60
F 2.49 1.36 4.43
C 2.01 0.11 4.60
C 2.89 -0.95 4.55
C 2.40 -2.24 4.73
C 1.04 -2.44 4.95
C 0.18 -1.36 4.98
C 0.66 -0.07 4.81
H 3.95 -0.78 4.38
H 3.07 -3.08 4.71
H 0.66 -3.44 5.08
H -0.88 -1.51 5.14
H 0.00 0.79 4.85
F -3.71 -2.92 4.14
C -3.74 -1.75 3.48
C -4.72 -0.83 3.77
C -4.74 0.38 3.09
C -3.79 0.65 2.12
C -2.81 -0.29 1.83
C -2.78 -1.50 2.52
H -5.46 -1.06 4.53
H -5.51 1.11 3.32
H -3.81 1.59 1.59
H -2.06 -0.09 1.08
H -2.01 -2.24 2.31
F 0.46 -3.48 1.91
C 0.47 -4.27 0.82
C 1.00 -3.78 -0.35
C 1.02 -4.60 -1.47
C 0.50 -5.89 -1.40
C -0.03 -6.36 -0.21
C -0.04 -5.55 0.91
H 1.40 -2.77 -0.39
H 1.44 -4.23 -2.40
H 0.51 -6.52 -2.28
H -0.44 -7.36 -0.16
H -0.44 -5.90 1.86


No. 7
58
Properties=species:S:1:pos:R:3 method="wB97M-V/def2-TZVPD" gap_ev=7.00 total_charge=-1 spin_multiplicity=1 lumo_ev=2.6
Mg -0.12 0.16 -0.12
C 3.96 -0.10 1.75
C 4.75 0.27 0.67
C 4.15 0.48 -0.56
C 2.76 0.30 -0.70
C 1.93 0.02 0.40
C 2.58 -0.17 1.62
C 2.13 0.32 -2.03
C 2.87 -0.08 -3.18
C 2.27 -0.10 -4.40
C 0.92 0.30 -4.51
C 0.23 0.34 -5.75
C -1.09 0.67 -5.80
C -1.77 1.02 -4.61
C -1.13 1.03 -3.41
C 0.23 0.64 -3.32
N 0.84 0.63 -2.11
H 4.43 -0.32 2.70
H 5.81 0.41 0.78
H 4.75 0.83 -1.40
H 1.98 -0.39 2.50
H 3.89 -0.41 -3.05
H 2.80 -0.43 -5.28
H 0.78 0.09 -6.65
H -1.62 0.68 -6.74
H -2.82 1.29 -4.67
H -1.63 1.30 -2.49
O -0.92 0.43 1.60
N -1.05 1.52 2.31
C -1.33 1.41 3.62
C -1.53 2.50 4.43
C -1.43 3.77 3.86
C -1.11 3.88 2.53
C -0.91 2.76 1.71
S -0.53 2.85 0.07
H -1.39 0.39 3.98
H -1.76 2.36 5.47
H -1.59 4.66 4.46
H -1.01 4.85 2.05
O -0.45 -6.28 -0.60
C -0.30 -4.97 -0.25
C 0.48 -4.09 -0.99
C 0.62 -2.80 -0.54
N 0.04 -2.33 0.56
C -0.73 -3.18 1.22
Br -1.60 -2.58 2.79
C -0.91 -4.51 0.90
H -0.01 -6.43 -1.43
H 0.95 -4.41 -1.92
H 1.25 -2.09 -1.07
H -1.54 -5.16 1.49
C -3.90 -0.56 -0.72
C -2.60 -1.34 -0.96
O -2.66 -2.56 -1.05
O -1.54 -0.63 -1.06
H -4.69 -0.94 -1.37
H -3.74 0.51 -0.90
H -4.20 -0.70 0.31


No. 8
18
Properties=species:S:1:pos:R:3 method="wB97M-V/def2-TZVPD" gap_ev=8.49 total_charge=+6 spin_multiplicity=1 lumo_ev=-21.3
Na -0.77 2.87 -0.94
Na -1.74 -1.53 -1.91
Na 2.88 3.13 -1.09
Na -3.17 1.25 0.30
Na 1.66 -2.81 -0.80
Na -0.07 2.13 2.75
Na 1.11 0.39 -2.85
Na -0.37 -1.55 1.78
C 0.19 0.47 -0.09
O 1.13 1.30 -0.32
O 0.19 -0.67 -0.56
O -0.80 0.77 0.67
O 3.27 -0.34 0.24
H 2.74 0.31 -0.22
H 2.88 -0.39 1.11
O -2.89 -1.88 0.30
H -3.46 -2.41 0.86
H -2.80 -1.05 0.77


No. 9
52
Properties=species:S:1:pos:R:3 method="wB97M-V/def2-TZVPD" gap_ev=9.17 smiles="COCc1csc(C(=O)N2CCC[C@@H](NC(=O)c3ccc(Cl)c(N)c3)[C@@H]2C)c1" spin_multiplicity=1 lumo_ev=0.5
C -1.49 4.42 2.33
O -0.56 3.48 2.81
C -1.18 2.26 3.16
C -0.12 1.26 3.50
C -0.04 0.57 4.67
S 1.29 -0.51 4.70
C 1.74 -0.07 3.11
C 2.97 -0.63 2.48
O 3.98 -0.76 3.14
N 2.92 -0.86 1.13
C 4.19 -0.98 0.42
C 4.15 -0.07 -0.80
C 2.93 -0.35 -1.68
C 1.64 -0.39 -0.86
N 0.52 -0.72 -1.72
C -0.72 -0.18 -1.54
O -0.97 0.62 -0.65
C -1.77 -0.63 -2.51
C -1.47 -1.07 -3.80
C -2.51 -1.47 -4.63
C -3.81 -1.42 -4.18
Cl -5.09 -1.92 -5.25
C -4.14 -0.98 -2.90
N -5.44 -0.98 -2.44
C -3.08 -0.58 -2.08
C 1.81 -1.37 0.31
C 0.51 -1.75 1.01
C 0.92 0.89 2.60
H -0.95 5.33 2.08
H -1.99 4.05 1.42
H -2.26 4.65 3.08
H -1.86 2.40 4.00
H -1.77 1.89 2.30
H -0.69 0.65 5.53
H 4.99 -0.69 1.10
H 4.36 -2.02 0.13
H 4.11 0.97 -0.46
H 5.06 -0.19 -1.39
H 2.84 0.39 -2.47
H 3.05 -1.33 -2.16
H 1.42 0.59 -0.44
H 0.62 -1.46 -2.38
H -0.46 -1.08 -4.17
H -2.31 -1.80 -5.64
H -5.63 -0.36 -1.67
H -6.16 -0.98 -3.14
H -3.29 -0.21 -1.08
H 2.20 -2.31 -0.11
H -0.05 -2.40 0.34
H 0.69 -2.30 1.93
H -0.12 -0.89 1.23
H 1.03 1.32 1.62